Here is 14 unconnected molecules or ions with the total composition C42H112O42S14 at a distorted geometry from the Open Molecules 2025 dataset. Energies are from wB97M-V/def2-TZVPD.

Properties
Molecular weight, g mol⁻¹: 1738.25
HOMO level, eV: -10.41
Charge: 0
ΔE to the lowest compared entry with this formula, charge and spin, eV: 7.025
Kohn-Sham gap, eV: 10.21

Each line ends with the Löwdin charge.
Positions of all 210 atoms, in Å:
O1 2.61472 -0.71094 2.43776  -0.293
S1 3.80110 0.10206 2.25789  0.705
O2 3.94208 1.40837 2.89866  -0.284
O3 5.06337 -0.89214 2.71787  -0.279
C1 4.99649 -2.23679 2.22534  -0.257
C2 5.71949 -3.14707 3.23717  -0.044
C3 4.32984 0.11476 0.45146  -0.074
H1 5.45605 -2.27136 1.23757  0.107
H2 3.93990 -2.47307 2.09921  0.095
H3 5.07275 -3.97024 3.54080  0.048
H4 6.14526 -2.84347 4.19354  0.084
H5 6.57932 -3.67425 2.82380  0.070
H6 3.89683 -0.76827 -0.01851  0.046
H7 5.40647 -0.04939 0.49630  0.068
H8 4.00651 1.02430 -0.05480  0.046
O4 -0.02811 2.38747 6.46602  -0.268
S2 0.50733 1.34881 5.64876  0.643
O5 1.35847 0.35042 6.28645  -0.293
O6 -0.64874 0.54521 4.79984  -0.252
C4 -1.73399 1.34389 4.37231  -0.296
C5 -2.86878 0.44367 3.83926  -0.043
C6 1.47599 1.97615 4.26454  -0.102
H9 -1.42879 2.09084 3.63949  0.104
H10 -2.21957 1.84989 5.20675  0.116
H11 -3.09211 -0.20891 4.68327  0.072
H12 -2.49829 -0.17306 3.02043  0.070
H13 -3.74753 1.06679 3.67311  0.083
H14 2.44013 2.34766 4.61169  0.081
H15 0.91011 2.81458 3.85845  0.041
H16 1.67244 1.15249 3.57819  0.034
O7 -0.29130 3.29408 1.02184  -0.287
S3 0.46074 2.26270 0.37368  0.680
O8 1.90768 2.31625 0.57922  -0.300
O9 -0.15085 0.78874 0.76298  -0.223
C7 0.41051 -0.24800 0.02080  -0.341
C8 -0.16785 -1.46331 0.59296  -0.056
C9 -0.01208 2.31228 -1.47320  -0.067
H17 1.48956 -0.38651 0.08833  0.108
H18 0.10365 -0.17140 -1.02230  0.102
H19 0.16429 -2.26689 -0.06434  0.072
H20 -1.21719 -1.45863 0.88783  0.091
H21 0.31892 -1.62900 1.55405  0.073
H22 0.17156 3.32157 -1.84156  0.048
H23 -1.04564 2.02067 -1.65988  0.057
H24 0.58190 1.71662 -2.16635  0.019
O10 3.25004 3.13005 -5.00563  -0.290
S4 3.01550 2.36489 -6.19039  0.625
O11 4.03982 1.56437 -6.85102  -0.275
O12 1.69247 1.44181 -5.99863  -0.271
C10 0.66490 1.91294 -5.15651  -0.267
C11 -0.38147 0.79009 -5.01671  -0.030
C12 2.25862 3.38333 -7.47642  -0.108
H25 0.35898 2.89796 -5.50901  0.114
H26 1.11184 2.06396 -4.17389  0.075
H27 0.02492 -0.21821 -5.09603  0.055
H28 -1.15808 0.97403 -5.75910  0.082
H29 -0.84188 0.81422 -4.02902  0.061
H30 1.78599 2.71202 -8.19341  0.078
H31 3.03028 3.94691 -8.00083  0.072
H32 1.51451 4.05654 -7.05078  0.063
O13 2.27337 7.46831 1.69557  -0.318
S5 2.96420 6.66890 2.71780  0.697
O14 4.12834 7.17568 3.39185  -0.283
O15 1.87641 6.00084 3.78417  -0.253
C13 0.59487 5.60978 3.38891  -0.301
C14 -0.17704 5.17311 4.60777  -0.050
C15 3.55744 5.08500 1.80773  -0.061
H33 0.71090 4.72060 2.76924  0.076
H34 0.15192 6.33208 2.70323  0.114
H35 -0.57065 6.00362 5.19380  0.087
H36 0.36695 4.49788 5.26825  0.060
H37 -1.02554 4.56045 4.30313  0.075
H38 4.00785 4.55264 2.64548  0.058
H39 4.28123 5.32684 1.02945  0.058
H40 2.65451 4.61601 1.41675  0.031
O16 2.74800 -1.49558 -4.72227  -0.297
S6 3.19550 -0.74950 -3.51876  0.720
O17 2.40369 0.29481 -2.82744  -0.308
O18 3.61632 -1.88989 -2.36490  -0.271
C16 4.41084 -2.95144 -2.80335  -0.333
C17 4.12733 -4.18351 -2.03048  -0.059
C18 4.85516 0.02375 -3.86542  -0.079
H41 5.45004 -2.63960 -2.69880  0.119
H42 4.31816 -3.20537 -3.85930  0.122
H43 4.94319 -4.90135 -2.11530  0.089
H44 3.27122 -4.70375 -2.46004  0.079
H45 3.90274 -4.08147 -0.96877  0.069
H46 5.51071 0.03938 -2.99472  0.064
H47 4.74456 1.08525 -4.08694  0.040
H48 5.27445 -0.52914 -4.70602  0.075
O19 -2.72961 2.83322 -3.69062  -0.325
S7 -3.94756 3.58129 -4.10922  0.730
O20 -5.29721 2.98222 -3.97788  -0.314
O21 -3.88474 5.15273 -3.60547  -0.297
C19 -5.03633 5.96904 -3.82004  -0.266
C20 -5.60102 6.37544 -2.47544  -0.049
C21 -3.74751 3.91576 -6.02358  -0.070
H49 -5.74486 5.36552 -4.38736  0.104
H50 -4.78206 6.81822 -4.45433  0.129
H51 -5.02292 7.06584 -1.86121  0.058
H52 -5.71687 5.40526 -1.99228  0.085
H53 -6.55955 6.89434 -2.48212  0.085
H54 -3.63654 2.93242 -6.48054  0.052
H55 -2.88623 4.56378 -6.18595  0.058
H56 -4.64494 4.32206 -6.49012  0.055
O22 1.85193 -4.27408 0.78597  -0.319
S8 1.16975 -5.10867 1.78174  0.706
O23 0.03259 -4.59217 2.59967  -0.321
O24 0.52450 -6.41689 1.03472  -0.301
C22 -0.22861 -7.45968 1.75152  -0.235
C23 0.37216 -8.75358 1.23743  -0.053
C24 2.46582 -6.00695 2.86174  -0.063
H57 -1.25759 -7.38366 1.40005  0.112
H58 -0.14142 -7.32287 2.82937  0.111
H59 -0.07906 -9.52728 1.85861  0.085
H60 1.42795 -8.69675 1.50233  0.070
H61 0.21330 -8.96200 0.17939  0.088
H62 2.90142 -6.78979 2.24086  0.056
H63 2.01059 -6.49899 3.72126  0.066
H64 3.26945 -5.38816 3.26095  0.039
O25 -6.93203 -3.63738 -2.08556  -0.290
S9 -6.32443 -2.80473 -1.05538  0.679
O26 -5.37362 -3.27271 -0.06584  -0.305
O27 -5.60311 -1.46241 -1.77480  -0.263
C25 -4.65051 -0.74662 -1.02457  -0.271
C26 -4.11344 0.53944 -1.78941  -0.036
C27 -7.69447 -1.97720 -0.15018  -0.095
H65 -3.78247 -1.38462 -0.85853  0.098
H66 -5.11661 -0.38495 -0.10802  0.104
H67 -3.17368 0.27872 -2.27619  0.058
H68 -4.02329 1.37073 -1.09016  0.068
H69 -4.77637 0.85140 -2.59644  0.057
H70 -7.09419 -1.43229 0.57842  0.054
H71 -8.27408 -2.78487 0.29683  0.069
H72 -8.20903 -1.43668 -0.94463  0.070
O28 -0.65250 -5.43859 5.69068  -0.317
S10 -0.33721 -4.18563 6.40487  0.712
O29 -0.43734 -4.04428 7.83702  -0.289
O30 1.22505 -3.74851 5.86378  -0.278
C28 1.94268 -2.81613 6.64827  -0.299
C29 2.92684 -3.67341 7.43908  -0.084
C30 -1.34859 -2.76602 5.59315  -0.067
H73 1.37576 -2.35450 7.45674  0.108
H74 2.52595 -2.08239 6.09193  0.116
H75 2.56783 -4.68239 7.64194  0.079
H76 3.43606 -3.10520 8.21752  0.083
H77 3.73595 -4.08088 6.83294  0.058
H78 -1.21024 -2.78404 4.51212  0.059
H79 -0.99423 -1.91745 6.17833  0.048
H80 -2.35706 -2.99579 5.93708  0.059
O31 -1.03354 -2.29552 -5.01213  -0.311
S11 -1.09561 -3.08377 -3.75227  0.721
O32 -2.08285 -2.82788 -2.71448  -0.288
O33 -1.07904 -4.74423 -4.06221  -0.269
C31 -0.47082 -5.18405 -5.27423  -0.261
C32 -1.38837 -4.79762 -6.46151  -0.080
C33 0.57181 -2.95061 -2.91207  -0.090
H81 -0.23372 -6.24785 -5.26057  0.121
H82 0.48526 -4.67924 -5.41267  0.103
H83 -0.95840 -3.97298 -7.03001  0.069
H84 -2.44309 -4.66724 -6.21926  0.086
H85 -1.40377 -5.61736 -7.17975  0.066
H86 1.30016 -3.29270 -3.64731  0.044
H87 0.58854 -3.70370 -2.12423  0.068
H88 0.57148 -1.91568 -2.57002  0.046
O34 -1.54355 6.96754 -2.66545  -0.303
S12 -2.12107 7.44426 -1.42137  0.672
O35 -2.91733 8.67117 -1.35058  -0.303
O36 -3.08295 6.28114 -0.72348  -0.295
C34 -2.61858 4.91715 -0.62385  -0.242
C35 -3.29384 4.34110 0.66620  -0.041
C36 -0.75411 7.60250 -0.15444  -0.087
H89 -1.57440 4.92910 -0.31135  0.074
H90 -2.64469 4.34647 -1.55215  0.087
H91 -2.90778 3.39273 1.03992  0.058
H92 -4.38203 4.37886 0.61595  0.074
H93 -2.92060 5.03272 1.42148  0.074
H94 -0.23344 6.66945 0.06104  0.035
H95 -1.34018 7.84975 0.73071  0.062
H96 -0.16212 8.48017 -0.41390  0.077
O37 1.34431 5.28965 -1.25705  -0.311
S13 2.42911 6.08268 -1.86403  0.693
O38 2.51360 7.47604 -1.46978  -0.280
O39 3.87805 5.31864 -1.55729  -0.268
C37 4.04261 3.93368 -1.66996  -0.320
C38 5.48751 3.57262 -1.85081  -0.036
C39 2.44921 6.15267 -3.71959  -0.077
H97 3.40325 3.42940 -2.39455  0.105
H98 3.49374 3.61114 -0.78519  0.088
H99 5.54157 2.48509 -1.80120  0.064
H100 5.99902 3.99753 -0.98714  0.085
H101 5.99049 3.89822 -2.76135  0.089
H102 2.12718 5.18273 -4.09856  0.036
H103 3.48104 6.30415 -4.03656  0.072
H104 1.83297 6.99443 -4.03546  0.072
O40 -3.91438 -8.26500 2.26285  -0.330
S14 -3.66396 -8.05189 3.71828  0.724
O41 -2.41992 -8.59831 4.28882  -0.310
O42 -3.84081 -6.39565 4.08436  -0.261
C40 -3.03703 -5.46934 3.37410  -0.289
C41 -3.62528 -5.09246 2.00133  -0.059
C42 -5.16787 -8.60933 4.60720  -0.108
H105 -1.99731 -5.79584 3.35206  0.076
H106 -2.96718 -4.53520 3.93145  0.100
H107 -3.44696 -5.93336 1.33111  0.062
H108 -3.07955 -4.24085 1.59506  0.072
H109 -4.67693 -4.80593 2.00460  0.071
H110 -5.14588 -9.69907 4.59725  0.065
H111 -6.04670 -8.31443 4.03381  0.073
H112 -5.09345 -8.37873 5.66992  0.072

Atomic forces in eV per Å
0.401 1.167 -0.186
1.550 -0.531 -0.621
0.265 -2.515 -1.161
-0.981 1.960 0.259
0.191 0.040 0.891
0.155 -1.606 -0.135
-0.564 -0.013 1.131
0.241 -0.075 0.010
0.103 -0.443 0.179
-0.324 0.023 -0.097
-0.516 1.287 -0.198
0.008 0.157 -0.611
-0.258 0.091 0.111
-0.048 0.507 -0.046
0.063 -0.052 0.225
-0.653 0.116 -0.283
2.573 -1.787 -0.554
-1.612 0.703 -0.781
1.009 0.362 1.240
-1.989 0.313 -0.360
1.385 0.007 0.917
-0.549 0.307 0.628
0.221 -0.038 -0.131
0.572 0.296 0.266
-0.244 -0.252 -0.117
-0.498 0.195 -0.291
0.105 -0.196 -0.526
-0.217 -0.072 0.337
0.058 -0.222 -0.409
-0.483 0.210 0.119
-0.379 -0.697 0.305
0.533 -0.182 -2.197
-1.639 -0.733 -0.442
0.772 3.571 0.673
-0.279 -1.171 -1.112
0.426 -1.665 1.336
0.661 0.251 0.343
0.126 0.797 0.032
0.163 0.311 -0.171
-0.624 -0.442 0.217
-0.221 0.083 -0.950
0.248 -0.211 0.066
-0.224 0.300 0.632
-0.152 0.161 0.650
0.432 -0.476 0.791
0.427 -0.151 0.286
-1.394 -0.835 -2.882
-1.359 0.901 1.610
2.364 -0.508 -0.665
-0.058 -0.513 1.819
-0.154 0.963 -0.271
0.588 0.173 -0.006
-0.718 -0.168 -0.081
0.033 0.194 0.050
0.282 0.310 -0.397
-0.120 -0.500 0.044
-0.130 0.336 -0.033
0.111 -0.089 0.209
0.023 0.063 0.209
0.143 -0.068 0.096
0.480 -0.862 2.182
-0.145 -1.686 -3.358
-1.381 -0.104 0.484
3.013 1.895 0.121
-0.462 -1.399 -1.195
-0.695 0.223 0.251
-0.924 1.510 1.720
0.026 -0.185 -0.244
-0.321 0.383 0.519
0.134 0.021 0.041
0.402 0.343 -0.093
-0.226 0.165 -0.264
-0.011 -0.390 -0.343
-0.205 0.327 0.196
0.205 -0.138 0.002
0.692 1.970 2.799
0.600 0.192 -0.402
1.087 -2.636 -1.254
-1.930 2.464 -0.929
1.794 -0.602 -0.648
-0.595 -1.441 0.477
-0.706 -0.269 0.042
0.245 0.014 0.234
-0.480 0.414 -0.156
0.214 0.156 -0.069
-0.205 0.052 0.050
0.133 0.456 -0.007
-0.264 -0.660 0.190
-0.557 -0.183 -0.413
0.046 0.165 0.118
-2.794 2.262 -0.224
-0.122 -0.519 -3.055
2.751 1.379 0.530
1.102 -2.393 0.158
-1.051 0.643 -0.349
-0.354 -0.186 0.338
-0.175 -0.712 1.502
-0.338 0.137 0.152
0.491 -0.058 0.062
0.594 -0.459 -0.341
-0.210 0.264 0.665
-0.299 -0.381 -0.694
0.361 -0.046 0.259
-0.050 -0.175 0.196
-0.109 0.286 0.631
-1.118 -1.568 1.497
-1.977 -0.786 1.464
3.095 -0.523 -1.638
1.276 1.754 -0.047
0.194 0.223 -1.214
-0.028 0.110 1.389
-0.594 0.232 -0.479
-0.067 0.293 0.406
-0.103 -0.081 -0.071
0.030 -0.362 -0.238
0.148 -0.388 -0.352
0.006 0.261 0.158
-0.098 0.237 -0.279
-0.550 0.274 -0.170
-0.353 0.497 -0.387
1.461 1.269 1.257
-0.197 0.964 -0.169
-0.809 -0.151 -1.032
-1.772 -1.927 -0.543
1.209 1.569 -0.090
-0.779 -1.467 -0.076
1.761 -1.025 -1.032
-0.212 -0.049 0.477
0.162 -0.280 0.295
0.130 0.243 0.184
0.252 -0.083 -0.033
-0.216 -0.050 0.174
-0.743 0.457 0.062
-0.024 0.223 -0.023
-0.137 0.254 0.559
0.944 2.283 1.725
-0.060 0.376 -3.049
0.280 -0.309 -0.971
-2.809 -0.579 -0.212
1.460 -1.067 2.239
1.444 -0.672 -0.837
0.993 -1.787 1.909
-0.664 0.409 -0.680
-0.778 0.009 -0.529
-0.946 0.502 1.273
-0.381 -0.380 0.433
0.508 0.776 -0.778
0.166 0.118 0.293
0.086 0.284 -0.636
-0.086 -0.025 -0.318
-0.499 -1.958 2.666
1.571 0.081 -0.172
0.858 -0.554 -1.800
-0.434 1.683 1.138
-0.516 1.278 -1.464
0.713 -1.095 -0.829
-1.776 -0.991 -0.967
-0.532 0.013 0.652
0.172 0.091 0.080
-0.427 0.278 0.358
0.273 0.374 0.391
0.109 -0.265 -0.056
0.092 0.798 -0.044
-0.319 0.355 0.293
0.569 -0.171 -0.097
-0.908 0.380 0.970
0.717 0.072 1.240
0.982 -2.106 -0.383
0.700 1.038 -1.029
0.919 -0.593 1.664
0.398 0.956 -0.655
-1.988 0.100 -0.106
0.289 0.124 -0.410
-0.632 0.267 0.021
-0.108 -0.264 -0.739
0.065 -0.141 0.082
-0.496 0.199 0.261
0.221 0.222 -0.654
0.044 0.147 0.105
0.213 -0.447 -0.221
1.885 0.652 -1.431
-0.295 0.443 0.308
0.559 -1.863 -0.193
-1.227 3.346 -1.009
-1.955 -1.372 0.153
-0.051 -0.082 1.048
0.031 -0.830 0.984
0.035 0.580 -0.993
1.083 -0.972 0.668
0.197 -0.066 0.069
0.459 -0.170 -0.091
-0.467 0.205 -0.071
-0.190 0.159 -0.049
-0.016 0.100 0.324
-0.141 -0.245 0.266
0.693 0.537 3.146
0.067 0.676 -1.495
-2.312 1.174 -0.822
-0.290 -2.874 0.193
0.328 1.230 -1.090
0.894 -0.606 0.077
1.142 -0.587 -0.185
-0.074 -0.231 -0.344
-0.409 -0.290 0.677
-0.404 0.121 -0.232
0.131 0.036 0.065
0.045 -0.262 0.265
0.321 -0.086 -0.391
0.214 0.488 0.373
-0.241 0.679 -0.273